(1)
Below is 8 unconnected molecules or ions with the total composition C66H70F2N10O24 at a distorted geometry, with properties calculated with ωB97M-V/def2-TZVPD.

Cartesian coordinates (Å):
C1 -2.41616 -1.52944 0.64227
C2 -1.97069 -0.62242 -0.49376
C3 -2.95895 0.53798 -0.74355
C4 -2.20808 1.89111 -0.78357
C5 -1.86911 2.29525 0.65577
C6 -2.80597 2.99499 -1.67533
O1 -4.04831 3.56719 -1.30795
C7 -4.88114 3.03429 -0.35278
C8 -5.77006 4.13555 0.17137
N1 -5.77913 1.93561 -0.91176
C9 -6.14127 1.06362 -0.15200
O2 -6.47771 0.21890 0.57124
C10 -3.04202 2.24536 -3.00677
O3 -2.12750 1.83589 -3.66524
N2 -4.40259 1.83946 -3.34346
C11 -5.35145 2.70084 -3.87970
O4 -6.00749 3.55367 -3.39765
F1 -5.54820 2.38565 -5.17863
C12 -1.76894 4.25095 -1.80595
C13 -1.53579 4.83777 -3.18672
C14 -2.70645 5.40228 -4.01062
C15 -2.62530 4.94601 -5.46276
C16 -3.50050 5.77967 -6.36231
O5 -3.77588 6.92638 -6.13447
O6 -3.89533 5.19709 -7.50790
O7 -0.52860 3.84121 -1.23476
C17 0.47279 3.24488 -1.97290
F2 0.99550 2.22457 -1.16762
C18 1.63162 4.13830 -2.33736
C19 2.10864 5.00739 -1.15164
C20 3.27858 4.48925 -0.40544
O8 1.81121 4.55081 0.09142
N3 -2.21382 5.26950 -0.81820
C21 -1.17237 5.73914 0.08451
C22 -1.13321 5.21316 1.47753
O9 -0.42065 6.62442 -0.25117
C23 -2.95449 6.46844 -1.22178
C24 -2.31820 7.64582 -1.91975
O10 -4.10678 6.55640 -0.88991
H1 -2.17701 -1.09592 1.60808
H2 -3.48603 -1.70379 0.60423
H3 -1.94150 -2.50357 0.58663
H4 -0.98236 -0.22177 -0.31401
H5 -1.93831 -1.21635 -1.40220
H6 -3.63230 0.54848 0.10557
H7 -3.56405 0.30228 -1.61274
H8 -1.25797 1.64954 -1.23630
H9 -2.55797 3.02133 1.06644
H10 -1.89496 1.42713 1.29604
H11 -0.85940 2.67381 0.69144
H12 -4.37840 2.59060 0.49591
H13 -6.38732 4.54307 -0.61484
H14 -6.35441 3.72849 0.98974
H15 -5.12750 4.89949 0.59281
H16 -4.79358 1.17856 -2.69005
H17 -0.83171 5.64579 -3.03071
H18 -1.01180 4.14490 -3.82840
H19 -2.58666 6.47225 -4.07888
H20 -3.68534 5.25244 -3.56867
H21 -2.75613 3.87918 -5.58695
H22 -1.60647 5.15254 -5.78943
H23 -3.78003 4.24426 -7.43651
H24 0.11184 2.71984 -2.85267
H25 2.47143 3.52134 -2.61426
H26 1.36960 4.81493 -3.14306
H27 2.07710 6.08360 -1.29350
H28 3.70020 5.08788 0.38595
H29 3.41918 3.42928 -0.26703
H30 -0.34642 4.46460 1.49012
H31 -0.80696 6.01858 2.11980
H32 -2.07253 4.79687 1.80933
H33 -3.03843 8.02617 -2.62922
H34 -1.34423 7.46311 -2.34064
H35 -2.18846 8.40497 -1.15571
O11 5.78497 4.06664 -3.89142
N4 5.14183 3.04276 -3.84078
O12 4.54859 2.65228 -2.85330
C25 5.08018 2.21093 -5.05286
C26 5.78962 2.61101 -6.16918
C27 5.74804 1.81713 -7.30251
C28 5.00025 0.64712 -7.30631
C29 4.28605 0.26959 -6.17728
C30 4.32434 1.05383 -5.03713
H36 6.36781 3.52219 -6.15501
H37 6.30141 2.11139 -8.18296
H38 4.97327 0.02769 -8.19307
H39 3.69856 -0.63838 -6.18266
H40 3.77452 0.76547 -4.15447
O13 0.58894 -3.99910 1.69508
N5 1.75989 -3.95266 1.39412
O14 2.59872 -4.76128 1.74285
C31 2.20296 -2.84831 0.52890
C32 1.28565 -1.89816 0.12302
C33 1.72130 -0.85974 -0.68572
C34 3.05188 -0.78668 -1.07463
C35 3.95492 -1.75756 -0.66365
C36 3.52962 -2.79566 0.14789
H41 0.25302 -1.96330 0.43303
H42 1.02803 -0.09952 -1.01252
H43 3.38554 0.03266 -1.69922
H44 4.98959 -1.70525 -0.97284
H45 4.23019 -3.54713 0.47558
O15 0.06659 -0.41796 4.49831
N6 0.00928 0.73022 4.12081
O16 -0.50528 1.08597 3.07580
C37 0.60288 1.77064 4.97131
C38 1.22441 1.39791 6.14722
C39 1.79566 2.38047 6.93763
C40 1.73559 3.71051 6.54566
C41 1.10093 4.06430 5.36152
C42 0.52824 3.08934 4.56327
H46 1.26355 0.36113 6.44557
H47 2.28236 2.10642 7.86109
H48 2.18346 4.47482 7.16599
H49 1.05265 5.10096 5.05877
H50 0.03358 3.35211 3.64059
O17 3.39002 -3.21536 -5.46472
N7 4.54566 -3.28778 -5.83543
O18 5.49948 -2.92764 -5.18045
C43 4.79876 -3.83307 -7.17605
C44 3.72377 -4.22411 -7.95174
C45 3.96733 -4.72306 -9.22028
C46 5.26989 -4.82478 -9.68989
C47 6.33553 -4.43196 -8.89058
C48 6.10359 -3.93039 -7.62114
H51 2.71526 -4.14349 -7.57579
H52 3.13949 -5.03251 -9.84197
H53 5.45545 -5.21240 -10.68231
H54 7.34890 -4.51571 -9.25660
H55 6.92376 -3.62150 -6.99133
O19 1.60532 -9.55355 -4.18012
N8 1.73434 -8.38266 -4.46697
O20 1.44299 -7.90013 -5.54222
C49 2.28811 -7.48317 -3.44184
C50 2.66223 -8.00848 -2.21943
C51 3.19962 -7.15796 -1.26724
C52 3.35562 -5.80665 -1.54789
C53 2.96224 -5.29814 -2.77827
C54 2.42301 -6.14030 -3.73585
H56 2.53823 -9.06029 -2.01251
H57 3.49948 -7.54930 -0.30538
H58 3.78059 -5.15080 -0.80466
H59 3.07389 -4.24463 -2.99877
H60 2.11475 -5.75249 -4.69488
O21 -1.36568 1.83525 9.16845
N9 -0.70356 0.82398 9.25966
O22 0.50923 0.80487 9.33602
C55 -1.41201 -0.46376 9.26831
C56 -2.78791 -0.46797 9.14505
C57 -3.44847 -1.68455 9.13561
C58 -2.73289 -2.86893 9.25106
C59 -1.35070 -2.84339 9.38201
C60 -0.68116 -1.63064 9.38915
H61 -3.33464 0.45799 9.05477
H62 -4.52411 -1.70869 9.03258
H63 -3.25630 -3.81396 9.23108
H64 -0.79576 -3.76329 9.46802
H65 0.39312 -1.59707 9.48595
O23 -1.39193 -5.92796 8.60099
N10 -2.46086 -6.49912 8.67796
O24 -3.45107 -6.19349 8.04845
C61 -2.56349 -7.63543 9.60643
C62 -1.46026 -7.98278 10.36231
C63 -1.56796 -9.04265 11.24683
C64 -2.76539 -9.73615 11.36015
C65 -3.85934 -9.37444 10.58552
C66 -3.76302 -8.31470 9.69950
H66 -0.53387 -7.43798 10.26501
H67 -0.71668 -9.32640 11.84902
H68 -2.84642 -10.56105 12.05486
H69 -4.78986 -9.91701 10.67260
H70 -4.60727 -8.02398 9.09349

## Properties
Total charge: 0
HOMO energy: -9.567 eV
SMILES: CCC[C@H](C)[C@](O[C@@H](C)N=C=O)(C(=O)NC(=O)F)[C@](CCCC(=O)O)(O[C@H](F)C[C@@H]1CO1)N(C(C)=O)C(C)=O.O=[N+]([O-])c1ccccc1.O=[N+]([O-])c1ccccc1.O=[N+]([O-])c1ccccc1.O=[N+]([O-])c1ccccc1.O=[N+]([O-])c1ccccc1.O=[N+]([O-])c1ccccc1.O=[N+]([O-])c1ccccc1
Kohn-Sham gap: 8.64 eV
LUMO energy: -0.034 Eh

Mulliken atomic charge list, values in e, 99 entries: -1.64 -0.04 -0.54 -0.47 -0.89 2.31 0.63 -0.01 -1.55 -0.36 0.75 -0.49 -1.21 -0.42 0.22 0.42 -0.36 -0.35 -0.56 -1.88 -1.32 -1.01 0.49 -0.56 -0.52 -0.01 0.00 -0.31 -0.81 0.32 -0.89 -0.36 1.00 0.64 -1.40 -0.58 0.68 -1.84 -0.54 0.27 0.43 0.54 -0.40 0.58 0.39 0.28 0.57 -0.33 0.51 0.02 0.13 0.35 0.42 0.24 0.34 1.12 1.08 0.69 0.67 0.60 0.33 0.39 0.71 -0.04 0.38 0.32 0.39 0.18 -0.01 0.80 0.32 0.47 0.31 0.44 -0.63 1.09 -0.57 0.14 -0.51 -0.44 -0.64 -0.48 -0.33 0.49 0.38 0.44 0.57 0.49 -0.62 1.16 -0.65 -0.26 -0.49 -0.10 -0.54 -0.74 -0.42 0.50 0.29



(2)
Below is a single C3H7I2P molecule at a distorted geometry, with properties calculated with ωB97M-V/def2-TZVPD.

Cartesian coordinates (Å):
C1 2.04654 0.27021 0.06336
C2 0.71184 -0.44157 -0.38803
C3 -0.46545 0.18587 0.32234
P1 -2.41494 -0.11265 -0.82594
I1 -3.23935 -2.12426 0.23542
I2 -3.82272 1.66025 0.18408
H1 2.17674 1.21907 -0.40740
H2 2.06628 0.09708 1.13603
H3 2.87000 -0.19958 -0.41794
H4 0.52074 -0.32013 -1.52964
H5 0.68721 -1.54423 -0.10791
H6 -0.59980 0.00970 1.43596
H7 -0.53708 1.30023 0.29967

## Properties
Total charge: 0
Relative energy (zero: lowest compared OMol25 entry of this formula, charge and spin): 43.5 kJ/mol
HOMO energy: -8.703 eV
SMILES: CCCP(I)I
Kohn-Sham gap: 8.31 eV
LUMO energy: -0.014 Eh

Here is what Mulliken gives for the atomic charges, in e: -1.21 -0.20 -0.94 0.04 -0.02 -0.05 0.36 0.34 0.36 0.31 0.25 0.38 0.38



(3)
Below is a molecular structure, C36H33Cl2HgN4OP2S at a distorted geometry, with properties calculated with ωB97M-V/def2-TZVPD.

Cartesian coordinates (Å):
Hg1 0.16034 0.02253 1.79071
Cl1 0.35184 -0.80732 7.06131
C1 -0.70571 -1.67381 6.00081
C2 -1.70559 -2.46762 6.55134
C3 -2.54927 -3.19377 5.74493
Cl2 -3.73130 -4.24221 6.47667
C4 -2.46488 -3.09414 4.34258
C5 -3.32776 -3.75210 3.43929
C6 -3.20512 -3.53891 2.09269
C7 -2.23156 -2.63151 1.64475
N1 -1.38022 -2.04915 2.45471
C8 -1.43949 -2.28110 3.78046
C9 -0.43728 -1.61977 4.61240
O1 0.57168 -1.05888 4.11507
H1 -1.81475 -2.51425 7.62599
H2 -4.08739 -4.41283 3.83389
H3 -3.84618 -4.03735 1.37836
H4 -2.14820 -2.38747 0.59017
N2 -2.00002 2.10989 1.14411
N3 -1.78209 3.47258 1.27570
C10 -0.78521 3.96611 2.05351
N4 -0.84322 5.30373 2.27139
S1 0.42711 3.06919 2.74038
H5 -2.20283 1.86787 0.18347
H6 -2.73161 1.77466 1.76085
H7 -2.53609 4.10441 1.04400
H8 -1.43820 5.90220 1.72188
H9 -0.03072 5.71035 2.69963
C11 2.40729 -0.18759 -2.02603
C12 1.16119 -0.88631 -2.62308
P1 -0.07976 -1.17247 -1.24705
C13 -1.67658 -0.69615 -1.99873
C14 -2.66312 -0.31944 -1.08460
C15 -3.91256 0.09451 -1.51841
C16 -4.18886 0.14039 -2.87741
C17 -3.21358 -0.22747 -3.79232
C18 -1.96099 -0.63986 -3.36018
C19 -0.19319 -3.00799 -1.26323
C20 -0.72080 -3.76131 -2.30974
C21 -0.76100 -5.14293 -2.21176
C22 -0.28016 -5.78042 -1.07571
C23 0.25056 -5.03753 -0.03295
C24 0.28760 -3.65391 -0.12589
P2 1.85448 1.37796 -1.18082
C25 3.32587 1.84869 -0.20184
C26 3.63114 3.19970 -0.04122
C27 4.62155 3.59522 0.84184
C28 5.31026 2.65007 1.58622
C29 4.99586 1.30682 1.45527
C30 4.00353 0.90714 0.57305
C31 2.00706 2.53715 -2.60297
C32 3.20687 2.82637 -3.25106
C33 3.23580 3.75313 -4.27990
C34 2.07118 4.40168 -4.67220
C35 0.87043 4.10820 -4.04643
C36 0.84186 3.17861 -3.01571
H10 3.15200 0.04283 -2.78889
H11 2.85612 -0.84475 -1.27736
H12 1.42252 -1.84001 -3.08114
H13 0.72097 -0.22110 -3.36929
H14 -2.42445 -0.35628 -0.02577
H15 -4.67226 0.38308 -0.80261
H16 -5.16472 0.45679 -3.22084
H17 -3.43330 -0.18978 -4.85153
H18 -1.21322 -0.91887 -4.09199
H19 -1.10891 -3.27144 -3.19432
H20 -1.17391 -5.72544 -3.02551
H21 -0.32259 -6.85940 -1.00563
H22 0.61940 -5.53198 0.85594
H23 0.67568 -3.05657 0.69193
H24 3.08143 3.94155 -0.60689
H25 4.84106 4.64758 0.96674
H26 6.08762 2.96090 2.27117
H27 5.51202 0.56821 2.05398
H28 3.75970 -0.14557 0.49522
H29 4.12244 2.33965 -2.93665
H30 4.17049 3.98186 -4.77594
H31 2.10201 5.13663 -5.46588
H32 -0.04014 4.60728 -4.35254
H33 -0.08820 2.94126 -2.51037

## Properties
Total charge: 0
Spin multiplicity: 2
Relative energy (zero: lowest compared OMol25 entry of this formula, charge and spin): 9.2 kJ/mol
HOMO energy (spin up / spin down): -6.306 / -6.375 eV
Kohn-Sham gap (spin up / spin down): 6.40 / 5.29 eV
LUMO energy (spin up / spin down): 0.003 / -0.040 Eh
⟨S²⟩: 0.7540

Here is what Mulliken gives for the atomic charges, in e: 0.90 -0.23 0.22 -0.58 0.71 -0.28 0.31 -0.84 -1.41 -0.30 0.37 -0.15 0.04 -0.79 0.44 0.40 0.49 0.66 -0.14 -0.46 0.51 -0.46 -0.37 0.16 0.24 0.20 0.19 0.22 -1.39 -1.18 0.81 0.60 -0.55 -0.97 -0.62 -0.81 -0.41 0.33 -0.31 -0.66 -0.57 -0.56 -0.33 1.07 0.43 -0.66 -0.64 -0.50 -0.70 -0.32 -0.07 -0.16 -0.75 -0.44 -0.54 -0.34 0.66 0.50 0.62 0.43 0.62 0.46 0.40 0.41 0.44 0.32 0.42 0.39 0.45 0.27 0.43 0.39 0.39 0.42 0.21 0.35 0.40 0.37 0.41 0.39